No. 1
{"formula": "CH7N4", "method": "ωB97M-V/def2-TZVPD", "species": ["N", "C", "N", "N", "N", "H", "H", "H", "H", "H", "H", "H"], "coordinates": [[-1.890, 0.046, -0.020], [-0.853, -0.728, -0.122], [0.407, -0.037, 0.009], [1.604, -0.642, 0.045], [0.569, 1.381, -0.070], [-2.861, -0.260, 0.146], [-1.763, 1.005, 0.275], [-0.950, -1.746, -0.313], [1.509, -1.457, 0.673], [2.218, -0.833, -0.712], [0.780, 1.601, 0.875], [1.230, 1.670, -0.787]], "forces_ev_per_a": [[-1.82, -0.03, 0.90], [3.68, 5.51, 0.18], [-2.60, -0.67, -2.47], [0.52, -3.30, 3.36], [-2.83, -1.19, 0.13], [0.92, -0.37, -0.48], [0.41, 0.26, -0.39], [0.37, -1.67, -0.04], [0.81, 0.63, -0.55], [-0.30, 0.22, -1.49], [0.86, 1.01, 0.47], [-0.02, -0.41, 0.38]], "nbo_charge": [-0.68, 0.37, -0.07, -0.65, -0.66, 0.45, 0.44, 0.25, 0.38, 0.40, 0.39, 0.40], "charge": 1, "largest_force_ev_per_a": 6.6, "spin_multiplicity": 1, "energy_ev": -7101.885, "smiles": "NC=[N+](N)N", "e_homo_ev": -14.02, "lumo_ev": -4.386}



No. 2
{"formula": "C28H29N2O9", "method": "ωB97M-V/def2-TZVPD", "species": ["C", "C", "O", "C", "C", "O", "C", "C", "O", "C", "C", "C", "N", "C", "C", "C", "C", "O", "O", "C", "O", "N", "O", "H", "H", "H", "H", "H", "H", "H", "H", "H", "H", "H", "H", "H", "H", "H", "H", "H", "H", "H", "H", "H", "C", "C", "C", "C", "C", "C", "C", "O", "C", "C", "C", "C", "C", "C", "C", "O", "H", "H", "H", "H", "H", "H", "H", "H"], "coordinates": [[3.788, -1.550, -2.089], [4.415, -0.625, -3.287], [3.656, 0.595, -3.602], [3.324, 1.379, -2.404], [3.497, 3.013, -2.712], [3.062, 3.385, -4.079], [1.631, 3.754, -4.109], [0.780, 2.469, -4.757], [-0.594, 2.598, -4.247], [-1.191, 1.297, -3.908], [-1.794, 1.406, -2.385], [-1.837, 2.846, -1.536], [-2.408, 2.915, -0.117], [-2.999, 1.677, 0.562], [-3.033, 0.191, -0.131], [-2.382, 0.063, -1.650], [-2.388, -1.464, -2.301], [-2.194, -2.467, -1.400], [-2.533, -1.777, -3.731], [-3.811, -2.441, -4.033], [-3.678, -3.881, -4.389], [-2.724, -4.480, -3.656], [-2.040, -5.245, -4.315], [3.744, -1.013, -1.030], [4.551, -2.455, -1.936], [2.761, -2.066, -2.382], [5.546, -0.361, -3.126], [4.381, -1.296, -4.274], [2.198, 1.220, -2.095], [3.985, 1.160, -1.464], [4.655, 3.297, -2.661], [2.973, 3.671, -1.886], [1.197, 4.100, -3.078], [1.471, 4.661, -4.860], [1.344, 1.510, -4.393], [0.820, 2.570, -5.932], [-0.483, 0.374, -4.039], [-2.109, 1.130, -4.635], [-1.380, 3.822, -2.049], [-2.384, 3.841, 0.384], [-3.470, 1.762, 1.652], [-3.481, -0.756, 0.393], [-4.550, -2.269, -3.131], [-4.328, -1.936, -4.983], [0.128, 2.486, 6.282], [-0.176, 1.807, 7.461], [-0.371, 0.425, 7.442], [-0.274, -0.279, 6.235], [0.006, 0.403, 5.052], [0.219, 1.787, 5.077], [0.062, -0.322, 3.766], [0.311, 0.275, 2.727], [-0.195, -1.776, 3.751], [-0.202, -2.467, 2.532], [-0.431, -3.844, 2.509], [-0.644, -4.536, 3.701], [-0.643, -3.850, 4.916], [-0.428, -2.465, 4.940], [-0.464, -1.743, 6.227], [-0.656, -2.350, 7.275], [0.289, 3.562, 6.298], [-0.260, 2.354, 8.398], [-0.603, -0.099, 8.367], [0.451, 2.325, 4.159], [-0.034, -1.935, 1.597], [-0.442, -4.377, 1.561], [-0.815, -5.610, 3.684], [-0.815, -4.396, 5.843]], "forces_ev_per_a": [[0.94, -0.80, 0.25], [0.04, -1.40, -0.59], [0.24, -0.17, 2.34], [-0.50, 1.61, 0.29], [1.44, -0.41, -0.03], [-1.89, 0.53, 2.33], [-0.51, -0.11, -1.57], [1.72, 1.29, 0.38], [0.49, -2.74, 0.20], [-1.16, 0.79, -0.05], [-1.42, -0.28, 3.59], [-0.75, -3.32, 0.66], [0.05, -4.49, -2.86], [0.72, -1.71, -2.45], [2.11, 3.97, -2.50], [-0.46, 3.06, 1.49], [1.24, -5.41, 4.39], [-1.54, 7.09, -6.05], [-1.00, 1.02, 3.01], [-2.11, 0.36, 0.21], [-0.60, 2.82, -1.31], [3.63, -2.65, -0.23], [-2.76, 2.22, 1.73], [-0.13, -1.08, -2.41], [-1.61, 1.96, -0.38], [2.07, 1.44, 0.62], [-2.15, -0.43, 0.07], [0.01, 1.66, 2.10], [2.05, 0.01, -0.60], [-1.10, 0.23, -1.88], [-2.53, -0.76, -0.27], [0.78, -1.44, -1.62], [0.90, -0.95, -1.71], [0.66, -1.83, 1.63], [-1.29, 1.61, -0.74], [-0.25, -0.41, 2.42], [-1.14, 1.86, 0.55], [1.70, 0.23, 1.59], [-1.22, -2.36, 1.46], [-0.11, -1.44, -0.66], [1.32, 0.22, -2.70], [1.01, 2.20, -0.98], [1.58, -0.73, -1.64], [1.63, -1.28, 2.01], [-0.02, -0.24, -0.27], [-0.03, -0.35, -0.12], [0.04, 0.31, 0.02], [0.01, 0.59, 0.31], [0.05, 0.52, 0.26], [-0.07, 0.15, 0.30], [0.27, 0.52, -0.90], [-0.21, -0.14, 0.27], [-0.08, -0.49, -0.36], [-0.09, -0.35, -0.01], [0.05, 0.37, 0.08], [0.02, 0.27, 0.24], [-0.01, -0.12, -0.26], [-0.06, -0.59, -0.32], [-0.26, -0.85, 1.45], [0.13, 0.46, -0.79], [-0.02, -0.21, -0.01], [0.03, -0.13, -0.17], [0.08, -0.03, -0.32], [-0.04, -0.28, 0.14], [0.02, 0.00, 0.31], [0.01, 0.12, 0.17], [0.04, 0.21, 0.02], [0.05, 0.30, -0.14]], "nbo_charge": [-0.68, -0.08, -0.56, -0.11, -0.09, -0.54, -0.09, -0.12, -0.56, -0.11, 0.02, 0.09, -0.51, 0.06, -0.17, -0.04, 0.73, -0.47, -0.54, 0.19, -0.38, 0.35, -0.25, 0.22, 0.23, 0.22, 0.19, 0.20, 0.16, 0.20, 0.21, 0.18, 0.17, 0.20, 0.21, 0.21, 0.24, 0.23, 0.30, 0.47, 0.28, 0.31, 0.19, 0.23, -0.20, -0.19, -0.14, -0.15, -0.07, -0.18, 0.52, -0.56, -0.07, -0.19, -0.19, -0.19, -0.15, -0.13, 0.53, -0.51, 0.22, 0.23, 0.25, 0.23, 0.23, 0.23, 0.23, 0.25], "charge": 1, "largest_force_ev_per_a": 9.4, "spin_multiplicity": 1, "energy_ev": -50890.711, "e_homo_ev": -11.66, "lumo_ev": -5.751}



No. 3
{"formula": "C19H28HoNO4", "method": "ωB97M-V/def2-TZVPD", "species": ["O", "C", "C", "H", "H", "C", "H", "H", "C", "H", "H", "H", "C", "H", "H", "H", "Ho", "C", "C", "C", "H", "C", "C", "H", "H", "H", "H", "C", "C", "C", "H", "C", "C", "H", "H", "H", "H", "O", "C", "C", "H", "H", "C", "H", "H", "C", "H", "H", "H", "H", "O", "N", "O"], "coordinates": [[-0.124, 0.099, 0.421], [0.906, -0.231, -0.594], [0.271, 0.684, -1.631], [0.854, -1.301, -0.844], [1.901, 0.070, -0.231], [-0.810, 0.956, -0.586], [-0.116, 0.140, -2.481], [0.906, 1.524, -1.932], [-2.143, 0.319, -0.929], [-1.986, -0.749, -1.137], [-2.596, 0.777, -1.818], [-2.859, 0.430, -0.103], [-0.874, 2.389, -0.115], [0.137, 2.771, 0.076], [-1.470, 2.453, 0.802], [-1.343, 3.034, -0.874], [0.179, -0.332, 2.665], [0.938, 1.490, 4.312], [2.007, 0.555, 4.188], [2.569, 0.704, 2.883], [2.409, -0.077, 4.989], [1.826, 1.704, 2.195], [0.810, 2.187, 3.074], [0.145, 3.033, 2.877], [0.381, 1.701, 5.230], [3.465, 0.191, 2.512], [2.075, 2.121, 1.216], [-1.604, -0.424, 4.537], [-1.971, 0.780, 3.855], [-2.407, 0.431, 2.539], [-2.006, 1.775, 4.290], [-2.325, -0.993, 2.411], [-1.843, -1.526, 3.648], [-1.783, -2.585, 3.900], [-1.310, -0.495, 5.584], [-2.865, 1.111, 1.832], [-2.659, -1.583, 1.557], [0.454, -1.097, -3.695], [-0.009, -0.216, -4.768], [0.381, -0.773, -6.135], [0.461, 0.779, -4.618], [-1.098, -0.057, -4.655], [1.388, -1.875, -5.806], [0.806, 0.013, -6.752], [-0.503, -1.176, -6.619], [1.254, -2.126, -4.300], [2.404, -1.528, -6.004], [1.202, -2.789, -6.370], [2.230, -2.139, -3.782], [0.778, -3.100, -4.111], [0.924, -2.017, 4.104], [1.386, -2.765, 3.186], [1.259, -2.266, 2.010]], "forces_ev_per_a": [[0.51, 0.00, -1.26], [0.13, -0.33, 0.27], [-0.06, -0.04, 0.30], [0.20, 0.35, 0.21], [-0.32, -0.29, -0.09], [-0.26, 0.45, 0.01], [0.17, 0.40, 0.37], [-0.34, -0.06, 0.10], [-0.25, -0.02, 0.12], [-0.11, 0.28, 0.07], [0.24, 0.02, 0.13], [0.22, -0.15, -0.26], [-0.24, 0.18, 0.18], [-0.27, -0.08, 0.04], [0.18, 0.12, -0.12], [0.11, -0.29, 0.11], [-0.67, 0.92, 0.16], [0.74, 0.24, 0.03], [0.47, 0.92, 0.20], [0.06, 0.16, 0.05], [-0.38, 0.25, -0.53], [0.20, 0.16, 0.57], [0.61, -0.08, 0.10], [0.16, -0.52, 0.04], [0.17, -0.25, -0.56], [-0.58, 0.17, 0.14], [-0.22, -0.32, 0.32], [-0.81, 0.11, -0.63], [-0.48, -1.08, -0.29], [0.23, -0.48, 1.00], [0.22, -0.25, -0.19], [-0.25, -0.06, 0.73], [-0.90, 0.68, -0.12], [0.23, 0.40, -0.14], [0.10, -0.01, -0.43], [0.27, -0.07, 0.07], [0.23, 0.22, 0.25], [0.03, -0.30, -2.33], [-0.05, 0.95, 0.82], [-0.33, -0.28, 0.63], [-0.15, -0.47, 0.04], [0.42, -0.25, -0.04], [0.47, 0.17, 0.25], [-0.03, -0.05, -0.13], [-0.01, -0.05, -0.20], [0.07, -0.63, 0.58], [-0.06, -0.12, -0.20], [0.12, 0.08, -0.03], [-0.31, 0.02, -0.27], [0.03, 0.25, 0.03], [0.74, -1.24, -1.36], [-0.32, 0.68, 0.26], [0.05, -0.41, 0.98]], "lowdin_spin": [0.00, 0.00, 0.00, 0.00, 0.00, 0.00, 0.00, 0.00, 0.00, 0.00, 0.00, 0.00, 0.00, 0.00, 0.00, 0.00, 4.04, 0.00, 0.00, 0.00, 0.00, 0.00, 0.00, 0.00, 0.00, 0.00, 0.00, 0.00, 0.00, 0.00, 0.00, 0.00, 0.00, 0.00, 0.00, 0.00, 0.00, 0.00, 0.00, 0.00, 0.00, 0.00, 0.00, 0.00, 0.00, 0.00, 0.00, 0.00, 0.00, 0.00, 0.00, 0.00, 0.00], "charge": 0, "largest_force_ev_per_a": 2.4, "spin_multiplicity": 5, "energy_ev": -55634.079, "e_homo_ev": [-7.78, -7.82], "lumo_ev": [0.415, 0.415]}